Record 1
A structure of composition C17H21N5O2RhSi, computed with ωB97M-V with the def2-TZVPD basis set.

Cartesian coordinates (Å):
Rh 0.39573 0.61621 0.19944
C -3.06218 0.99820 2.65605
C -1.88988 0.36097 1.95153
O -1.14053 1.20398 1.34507
C -1.73281 -1.01405 2.01363
C -0.70106 -1.79789 1.42979
C -0.70987 -3.28458 1.64151
N 0.24058 -1.26695 0.70178
N 1.19091 -2.11746 0.14196
C 2.02370 -1.43791 -0.59231
O 1.99010 -0.15522 -0.77339
C 3.10975 -2.18537 -1.28685
C 3.99559 -1.49436 -2.10691
C 5.00894 -2.17219 -2.77036
C 5.14560 -3.54427 -2.61947
C 4.26239 -4.23775 -1.80037
C 3.25015 -3.56347 -1.13747
H -2.71113 1.84759 3.24200
H -3.58770 0.29658 3.30142
H -3.76006 1.38602 1.91073
H -2.46812 -1.55636 2.59144
H -1.52546 -3.57048 2.30257
H 0.23976 -3.61702 2.05982
H -0.82170 -3.79215 0.68186
H 3.87365 -0.42494 -2.21266
H 5.69322 -1.62570 -3.40755
H 5.93621 -4.07314 -3.13763
H 4.36413 -5.30941 -1.67950
H 2.55379 -4.08839 -0.49796
C 0.10071 0.83584 -3.18786
Si -0.89332 0.38597 -1.66435
C -1.52276 -1.37690 -1.86217
C -2.38184 1.52169 -1.54963
H -0.52230 0.72703 -4.08147
H 0.97054 0.18418 -3.28516
H 0.45518 1.86583 -3.13290
H -2.09130 -1.47226 -2.79223
H -2.18113 -1.64166 -1.03124
H -0.69687 -2.09134 -1.88567
H -2.97378 1.44890 -2.46776
H -2.07224 2.55853 -1.41308
H -3.01753 1.24749 -0.70615
N 0.73016 2.56894 -0.33818
C 0.88364 3.68168 -0.63455
N 1.15174 4.86946 -1.05698
C 0.58350 5.92887 -0.51278
N 0.13903 6.91996 -0.10487

Results
Kohn-Sham gap ... 7.53 eV
Calculated total energy ... -1484.8658 a.u.
ΔE to the lowest compared entry with this formula, charge and spin ... 0.0 kcal/mol
Total charge ... -1

---

Record 2
A cluster of 12 separate species, C28H83N3O19 in total, computed with ωB97M-V with the def2-TZVPD basis set.

Cartesian coordinates (Å):
C 1.87042 0.22594 -4.69917
O 1.18823 1.26236 -4.05187
C -0.08819 1.65278 -4.60597
C 0.09308 2.30624 -5.96415
C 0.89572 3.61680 -5.92741
N -1.28785 2.49627 -6.41777
H 1.35005 -0.71836 -4.86754
H 2.77889 0.06653 -4.11561
H 2.33331 0.55154 -5.63595
H -0.67210 0.73764 -4.71094
H -0.53902 2.40950 -3.96343
H 0.62919 1.59581 -6.59496
H 0.32187 4.42844 -5.47489
H 1.03820 3.98599 -6.94517
H 1.87447 3.55293 -5.45290
H -1.35974 3.04291 -7.26640
H -1.70839 3.07029 -5.69593
C -0.06206 -1.59888 -2.02764
O 0.87429 -1.24344 -1.02222
C 0.74632 0.09956 -0.52895
C -0.62615 0.39394 0.19044
C -0.76364 1.83589 0.73453
N -0.85708 -0.52104 1.33108
H 0.17158 -2.46623 -2.64483
H -0.21125 -0.74806 -2.69637
H -1.01394 -1.85688 -1.55587
H 1.55647 0.27112 0.18131
H 0.93073 0.75144 -1.38522
H -1.42628 0.28799 -0.54812
H -0.67389 2.57699 -0.06119
H 0.03476 2.04085 1.44851
H -1.72305 1.97502 1.23194
H -1.81676 -0.72283 1.57747
H -0.45632 -1.36898 0.94232
C 5.05271 -0.78577 5.98244
O 3.75450 -1.00410 5.49573
C 3.18355 0.15662 4.93642
C 1.79345 -0.16648 4.34643
C 1.95425 -1.14927 3.23192
N 1.24591 1.03018 3.67155
H 5.30296 -1.60404 6.65490
H 5.14000 0.16467 6.51614
H 5.75277 -0.67972 5.14890
H 2.98382 0.90338 5.71284
H 3.90088 0.64809 4.27378
H 1.13328 -0.54730 5.12473
H 0.94110 -1.42139 2.93289
H 2.46332 -2.05642 3.56494
H 2.47581 -0.80392 2.33836
H 1.98055 1.30958 3.02402
H 0.54334 0.67417 3.03209
O -4.49101 0.48489 1.46153
C -4.65552 1.24848 0.32375
C -5.66646 2.41550 0.60025
O -5.21768 3.30950 1.60741
H -4.49559 1.08874 2.20992
H -3.70494 1.68048 -0.00089
H -5.11205 0.69991 -0.50161
H -6.62994 2.00419 0.90194
H -5.68754 2.92258 -0.36522
H -5.63828 2.99184 2.41171
O 3.42630 2.51407 2.41415
C 3.79933 3.68516 3.12955
C 2.50262 4.25953 3.76698
O 2.27096 3.54324 4.97215
H 4.07639 2.46889 1.69997
H 4.53622 3.43688 3.89574
H 4.26793 4.40429 2.45392
H 1.66340 4.18725 3.07564
H 2.73363 5.25456 4.15145
H 1.97473 2.69684 4.60503
O -4.16762 -2.16404 -1.62966
C -3.64458 -2.21084 -0.31691
C -4.75477 -2.39322 0.74850
O -5.50897 -3.61716 0.57253
H -4.62287 -2.99693 -1.82854
H -2.91536 -3.01812 -0.19864
H -3.08224 -1.30899 -0.07296
H -5.51544 -1.61731 0.65524
H -4.43286 -2.45887 1.78660
H -5.74131 -3.65130 -0.35938
O -2.66044 4.09680 3.18272
C -2.29760 5.33074 2.54559
C -1.02386 5.80586 3.17094
O -0.77543 7.13470 2.80937
H -3.38736 3.62414 2.77098
H -2.30728 5.27777 1.45440
H -3.13893 6.00863 2.71354
H -0.17936 5.17219 2.89101
H -1.07722 5.70068 4.25734
H 0.09782 7.44996 3.04847
O -5.25156 -4.56385 -2.32804
C -4.32682 -5.29746 -3.12696
C -3.11361 -4.38313 -3.38487
O -2.26883 -5.13129 -4.27830
H -6.13539 -4.79908 -2.62362
H -3.97701 -6.15594 -2.55223
H -4.73775 -5.60064 -4.08996
H -2.54883 -4.14637 -2.48562
H -3.42333 -3.48175 -3.91399
H -2.73598 -5.07887 -5.11650
O 5.34641 2.07851 0.47106
C 5.23013 0.66747 0.39597
C 5.04986 0.25489 -1.12165
O 6.18149 0.38968 -1.95126
H 6.03658 2.36659 -0.13468
H 6.09918 0.15105 0.80853
H 4.35007 0.32872 0.94162
H 4.33441 0.96213 -1.54193
H 4.67319 -0.76809 -1.17941
H 6.92529 -0.15592 -1.68205
O -0.07745 -5.61660 -1.59048
C -0.50368 -6.98157 -1.77743
C -1.53791 -7.24447 -0.65955
O -1.85621 -8.64527 -0.68651
H -0.04555 -5.24726 -2.47683
H -1.01762 -6.97899 -2.73965
H 0.41029 -7.57277 -1.80394
H -2.43809 -6.62678 -0.67146
H -1.10015 -7.03102 0.31913
H -2.49665 -8.75513 0.02201
C 1.54696 -3.75771 1.04413
O 1.41151 -5.15411 0.74074
H 0.58905 -3.23796 1.01229
H 1.97433 -3.68814 2.04251
H 2.21882 -3.40406 0.26078
H 0.72400 -5.15916 0.06392
C 2.09853 3.94668 -0.80448
O 3.35549 4.26011 -0.22681
H 1.77318 4.79921 -1.40031
H 2.10896 2.97730 -1.30122
H 1.43457 3.88903 0.06106
H 3.89926 3.47220 -0.31374

Results
Kohn-Sham gap ... 8.91 eV
Calculated total energy ... -2710.1667 a.u.
ΔE to the lowest compared entry with this formula, charge and spin ... 34.6 kcal/mol
Total charge ... 0
SMILES string ... COC[C@H](C)N.COC[C@H](C)N.COC[C@H](C)N.OCCO.OCCO.OCCO.OCCO.OCCO.OCCO.OCCO.CO.CO